# 1
Entry from the Open Molecules 2025 dataset: an isolated molecule of C3H5N3O at a distorted geometry (ωB97M-V/def2-TZVPD).

Structure (ORCA input):
```
! RIJCOSX wB97M-V def2-TZVPD def2/J DEFGRID3
* xyz 0 1
C -1.5913 0.2885 -1.1193
N -0.2799 -0.0067 -0.5413
C 0.3546 0.4420 0.7331
C 1.2984 -0.4545 0.7514
O 2.3193 -0.7501 1.5177
N 1.1733 -1.5304 -0.0556
N 0.1074 -1.2228 -0.8986
H -1.8914 1.2595 -0.4151
H -2.4999 -0.4688 -0.7781
H -1.7539 0.7890 -2.0706
H 0.0657 1.4036 0.9887
H 2.6977 0.2507 1.8876
*
```

Properties
* SMILES string: Cn1cc(O)nn1
* highest occupied orbital energy: -9.49 eV
* M: 99.09 g/mol

These are the Mulliken partial charges, in e, on atoms 1 to 5: -0.720, 0.478, -0.439, 0.466, -0.499

---

# 2
Entry from the Open Molecules 2025 dataset: an isolated molecule of C4H9N3S at a distorted geometry (ωB97M-V/def2-TZVPD).

Structure (ORCA input):
```
! RIJCOSX wB97M-V def2-TZVPD def2/J DEFGRID3
* xyz 0 1
C -1.7262 -1.4742 -0.3745
C -0.9212 -0.4574 0.4215
C -1.1353 1.0082 -0.0492
N 0.2208 1.5582 0.0244
C 1.0609 0.4380 0.0428
N 2.4089 0.6788 -0.1603
S 3.5207 -0.6057 -0.1165
N 0.5253 -0.6944 0.2921
H -1.4847 -2.4840 0.0198
H -1.4805 -1.3819 -1.4403
H -2.8188 -1.3111 -0.2644
H -1.1783 -0.5538 1.4862
H -1.5270 1.0340 -1.0818
H -1.8188 1.5741 0.5916
H 0.4402 2.2504 -0.7262
H 2.7175 1.5590 0.2640
H 3.1965 -1.1382 1.0706
*
```

Properties
* SMILES string: C[C@@H]1CNC(NS)=N1
* highest occupied orbital energy: -8.81 eV
* M: 131.20 g/mol

These are the Mulliken partial charges, in e, on atoms 1 to 5: -1.314, 0.452, -0.588, -0.357, 0.325

---

# 3
Entry from the Open Molecules 2025 dataset: a structure of composition C7H10S at a distorted geometry (ωB97M-V/def2-TZVPD).

Structure (ORCA input):
```
! RIJCOSX wB97M-V def2-TZVPD def2/J DEFGRID3
* xyz 0 1
C -0.4771 -0.3474 1.6904
C -0.3497 -0.2828 0.1660
C 0.3029 -1.4205 -0.3976
C 1.7144 -1.1234 -0.2863
C 1.9970 0.1099 -0.1218
C 0.6857 0.7849 -0.0307
C 0.6146 2.1327 -0.1325
H -1.0984 -1.2396 2.0701
H 0.5865 -0.1434 2.1387
H -1.2301 0.5885 1.9994
H -0.9509 1.0655 -1.4547
H -0.0985 -2.3731 0.0936
H 0.3145 -1.5601 -1.6450
H 2.4198 -1.9276 -0.6399
H 2.8993 0.6725 -0.1670
H 1.5341 2.7868 0.2239
H -0.1453 2.8633 -0.1276
S -1.9474 0.0092 -0.4885
*
```

Properties
* highest occupied orbital energy: -8.73 eV
* M: 126.22 g/mol

These are the Mulliken partial charges, in e, on atoms 1 to 5: -1.319, 0.609, 0.040, -0.616, -0.824

---

# 4
Entry from the Open Molecules 2025 dataset: a cluster of 8 separate species, C28H56O12S4 in total at a distorted geometry (ωB97M-V/def2-TZVPD).

Structure (ORCA input):
```
! RIJCOSX wB97M-V def2-TZVPD def2/J DEFGRID3
* xyz 0 1
O 3.3310 4.1704 1.7778
S 3.3883 4.9669 0.5891
O 4.3269 6.0788 0.5461
C 3.5067 3.9379 -0.8545
C 2.4203 4.3844 -1.8272
C 1.2293 4.7864 -0.9577
C 1.7327 5.5671 0.2133
H 3.3534 2.8997 -0.5413
H 4.5113 4.1005 -1.2101
H 2.7255 5.2805 -2.4263
H 2.2330 3.5704 -2.5266
H 0.6893 3.9195 -0.5793
H 0.5543 5.3894 -1.5635
H 1.0975 5.7132 1.1007
H 1.9897 6.5184 -0.2483
O 5.7923 -0.5092 -3.7386
S 4.5743 0.2827 -3.5704
O 4.6778 1.7439 -3.5963
C 3.3703 -0.1863 -4.7195
C 1.9606 -0.0517 -4.0205
C 2.1948 -0.6663 -2.6463
C 3.4877 -0.0598 -2.1087
H 3.5479 -1.2288 -5.0408
H 3.5601 0.3854 -5.6488
H 1.7525 1.0169 -3.8873
H 1.1769 -0.6233 -4.5071
H 2.1588 -1.7632 -2.6472
H 1.4264 -0.3263 -1.9335
H 3.9498 -0.6913 -1.3431
H 3.2938 0.9378 -1.7367
O 1.9630 -5.1213 0.3843
S 1.8231 -4.1087 -0.6454
O 2.9873 -3.3981 -1.0781
C 0.9439 -4.8098 -2.0490
C -0.5568 -4.3961 -1.9581
C -0.5184 -2.9806 -1.4292
C 0.5172 -2.9498 -0.3075
H 1.1540 -5.8861 -2.0740
H 1.4228 -4.3089 -2.8860
H -1.0674 -4.4623 -2.9139
H -1.0472 -5.0662 -1.2539
H -1.4868 -2.6516 -1.0198
H -0.3326 -2.2620 -2.2296
H 0.0163 -3.1485 0.6594
H 1.0570 -1.9899 -0.2998
O -3.7465 -0.3222 6.2820
S -3.0882 -1.5274 5.8427
O -3.5492 -2.7941 6.4265
C -2.9959 -1.5649 4.0668
C -1.7653 -0.8042 3.6612
C -0.6780 -1.2785 4.6622
C -1.2941 -1.2662 6.0521
H -3.9164 -1.2553 3.5762
H -2.7317 -2.6253 3.8704
H -1.4981 -1.0632 2.6351
H -1.9053 0.2720 3.6407
H 0.1224 -0.5724 4.7392
H -0.3316 -2.2377 4.2568
H -1.2278 -0.2548 6.4643
H -0.9150 -2.0660 6.7128
C 4.8404 -1.6630 1.3485
C 3.9358 -0.4633 1.5331
C 4.4411 0.6391 2.4781
O 2.8221 -0.4354 1.0324
H 5.6978 -1.2017 0.8225
H 4.3439 -2.4383 0.7492
H 5.1801 -1.9628 2.3577
H 5.5268 0.6923 2.4153
H 4.1260 0.3472 3.4910
H 3.9720 1.5998 2.3190
C -6.6797 -0.8305 2.0714
C -6.4264 -0.8101 0.5511
C -6.9123 0.4491 -0.1329
O -5.9521 -1.7739 -0.0167
H -6.2113 0.0236 2.5448
H -6.2716 -1.7286 2.5620
H -7.7401 -0.7422 2.2610
H -6.7793 0.3773 -1.2046
H -6.3002 1.2522 0.2589
H -7.9201 0.6866 0.2054
C -2.3347 1.7684 0.8351
C -0.9195 1.1730 0.6822
C 0.1683 1.7699 1.5390
O -0.7604 0.1974 0.0304
H -2.6815 1.7074 1.8798
H -3.0153 1.0776 0.3181
H -2.3868 2.7265 0.3489
H 0.0046 1.6912 2.6005
H 0.2732 2.8648 1.3851
H 1.0583 1.1929 1.2526
C -3.7634 -0.7496 -2.5990
C -2.6997 -0.4974 -3.6436
C -2.0158 0.8538 -3.7231
O -2.3650 -1.3829 -4.3996
H -4.4681 0.0711 -2.4618
H -3.2965 -0.9503 -1.6081
H -4.2603 -1.6805 -2.9225
H -2.6874 1.5857 -4.1626
H -1.1796 0.7141 -4.3877
H -1.7312 1.2056 -2.7468
*
```

Properties
* SMILES string: O=S1(=O)CCCC1.O=S1(=O)CCCC1.O=S1(=O)CCCC1.O=S1(=O)CCCC1.CC(C)=O.CC(C)=O.CC(C)=O.CC(C)=O
* highest occupied orbital energy: -9.87 eV
* M: 713.01 g/mol

These are the Mulliken partial charges, in e, on atoms 1 to 5: -0.622, 1.166, -0.716, -0.006, -0.530

---

# 5
Entry from the Open Molecules 2025 dataset: a cluster of 8 separate species, C73H91FN4O2 in total at a distorted geometry (ωB97M-V/def2-TZVPD).

Structure (ORCA input):
```
! RIJCOSX wB97M-V def2-TZVPD def2/J DEFGRID3
* xyz 0 1
C 1.5410 4.3403 2.1989
C 2.3399 3.6023 1.4193
C 2.2102 2.1216 1.2375
C 1.3307 1.3993 2.1214
C 1.2083 0.0552 2.0068
C 0.2599 -0.7008 2.9438
C -1.0661 -0.9284 2.1383
O -1.8635 0.2457 2.1390
C -1.8227 -2.2133 2.5365
N -2.3751 -2.8454 1.3075
C 1.9408 -0.7025 1.0254
N 1.7626 -2.0602 1.0247
C 2.5107 -2.6076 0.0884
C 2.4461 -4.1407 0.0000
C 1.3849 -4.6411 -1.0107
F 0.3171 -3.7783 -1.1638
C 3.3605 -1.9095 -0.8381
C 4.1834 -2.6520 -1.8935
C 5.6429 -2.7864 -1.3877
O 6.4068 -1.8501 -1.5244
N 6.0269 -3.9878 -0.7518
C 5.7407 -5.1569 -1.6476
C 7.4540 -3.9602 -0.3903
N 3.4945 -0.6077 -0.8121
C 2.7794 0.0206 0.1618
C 2.9099 1.4514 0.2706
C 3.8573 2.1620 -0.6841
C 3.1670 3.0872 -1.7444
C 1.7480 2.6309 -2.2033
C 0.6871 3.6695 -1.7594
C -0.7807 3.1425 -1.7864
C -1.5387 3.6690 -3.0424
C -2.5943 2.6227 -3.5412
C -3.9881 2.8008 -2.8854
C -4.0827 2.3667 -1.4004
C -3.4515 0.9945 -1.0702
C -4.3924 -0.2127 -1.4115
C -5.2337 -0.5485 -0.1492
H 1.4469 5.3966 1.9352
H 0.9931 3.8933 3.0279
H 3.1451 4.0832 0.8562
H 0.7504 1.8776 2.9099
H 0.0820 -0.1554 3.8785
H 0.6692 -1.7044 3.1248
H -0.7333 -1.0770 1.0946
H -2.6330 0.1262 2.7077
H -2.6959 -1.9064 3.1469
H -1.1957 -2.9675 3.0265
H -3.3391 -3.1298 1.4555
H -2.4065 -2.1793 0.5416
H 3.4349 -4.5519 -0.2416
H 2.1630 -4.4797 1.0074
H 0.9959 -5.6027 -0.6369
H 1.8776 -4.8504 -1.9730
H 3.7583 -3.6261 -2.1595
H 4.2073 -2.0569 -2.8165
H 5.6721 -4.7705 -2.6767
H 4.7933 -5.6510 -1.3751
H 6.5187 -5.9210 -1.5644
H 7.5430 -3.3356 0.5097
H 7.8136 -4.9609 -0.1068
H 8.1123 -3.6151 -1.2015
H 4.5456 1.4982 -1.2136
H 4.4952 2.8127 -0.0571
H 3.1654 4.1348 -1.4082
H 3.8176 3.0736 -2.6365
H 1.4983 1.5951 -1.9359
H 1.7630 2.6682 -3.3085
H 0.7380 4.4990 -2.4923
H 0.9516 4.1363 -0.7976
H -0.7502 2.0475 -1.7457
H -1.3191 3.5547 -0.9170
H -0.8621 3.8455 -3.8975
H -2.0379 4.6330 -2.8503
H -2.7301 2.8482 -4.6165
H -2.2177 1.5922 -3.4875
H -4.7892 2.3516 -3.4959
H -4.1843 3.8895 -2.9138
H -5.1553 2.2821 -1.1355
H -3.6839 3.1329 -0.7151
H -2.4841 0.8077 -1.5493
H -3.2959 0.9578 0.0185
H -5.0218 -0.0185 -2.2910
H -3.7168 -1.0715 -1.5748
H -4.5537 -0.9305 0.6284
H -5.6822 0.3793 0.2362
H -5.9694 -1.3431 -0.3459
C -5.4834 -5.9932 0.1876
C -4.1883 -5.5582 -0.0611
C -3.8835 -4.9281 -1.2602
C -4.8745 -4.7367 -2.2139
C -6.1683 -5.1798 -1.9697
C -6.4733 -5.8066 -0.7689
H -5.7217 -6.4782 1.1263
H -3.4141 -5.7084 0.6813
H -2.8730 -4.5862 -1.4500
H -4.6383 -4.2430 -3.1484
H -6.9399 -5.0355 -2.7159
H -7.4826 -6.1497 -0.5777
C 4.4217 -3.7083 5.9776
C 4.0745 -3.1955 4.7347
C 2.8886 -3.5885 4.1281
C 2.0527 -4.4972 4.7622
C 2.4036 -5.0164 6.0011
C 3.5869 -4.6213 6.6102
H 5.3432 -3.3968 6.4541
H 4.7276 -2.4879 4.2385
H 2.6142 -3.1865 3.1603
H 1.1258 -4.8015 4.2898
H 1.7529 -5.7289 6.4933
H 3.8591 -5.0243 7.5779
C -2.5201 -3.4808 8.3081
C -2.0696 -3.2883 9.6072
C -0.7192 -3.0740 9.8498
C 0.1818 -3.0561 8.7932
C -0.2674 -3.2574 7.4952
C -1.6182 -3.4681 7.2521
H -3.5742 -3.6416 8.1185
H -2.7717 -3.3046 10.4316
H -0.3687 -2.9207 10.8630
H 1.2349 -2.8865 8.9812
H 0.4356 -3.2490 6.6723
H -1.9687 -3.6230 6.2386
C -0.1903 7.1979 -4.4576
C -0.2641 8.0147 -5.5776
C -0.7325 9.3165 -5.4589
C -1.1312 9.8005 -4.2203
C -1.0660 8.9813 -3.1009
C -0.5946 7.6810 -3.2181
H 0.1810 6.1843 -4.5491
H 0.0447 7.6366 -6.5447
H -0.7868 9.9544 -6.3324
H -1.4941 10.8166 -4.1275
H -1.3824 9.3573 -2.1357
H -0.5416 7.0422 -2.3445
C -2.9571 1.7390 -8.9968
C -3.4888 2.8885 -9.5658
C -3.0173 4.1364 -9.1810
C -2.0164 4.2351 -8.2239
C -1.4909 3.0858 -7.6490
C -1.9598 1.8378 -8.0359
H -3.3208 0.7656 -9.3017
H -4.2714 2.8117 -10.3105
H -3.4301 5.0327 -9.6270
H -1.6467 5.2084 -7.9250
H -0.7139 3.1630 -6.8978
H -1.5483 0.9416 -7.5884
C 10.0489 -1.9665 3.8728
C 11.3629 -1.5500 3.7071
C 11.7418 -0.8920 2.5446
C 10.8074 -0.6540 1.5454
C 9.4954 -1.0782 1.7074
C 9.1157 -1.7331 2.8714
H 9.7521 -2.4740 4.7823
H 12.0925 -1.7377 4.4852
H 12.7662 -0.5644 2.4170
H 11.1019 -0.1387 0.6398
H 8.7671 -0.8976 0.9254
H 8.0913 -2.0620 2.9987
C -8.4763 1.7139 0.6041
C -8.4829 2.5532 -0.5019
C -8.9236 3.8638 -0.3767
C -9.3619 4.3339 0.8541
C -9.3636 3.4918 1.9581
C -8.9193 2.1823 1.8338
H -8.1262 0.6937 0.5071
H -8.1431 2.1854 -1.4626
H -8.9255 4.5193 -1.2387
H -9.7034 5.3568 0.9525
H -9.7107 3.8569 2.9169
H -8.9182 1.5262 2.6954
*
```

Properties
* SMILES string: C=Cc1cc(C[C@H](O)CN)c2nc(CCF)c(CC(=O)N(C)C)nc2c1CCCCCCCCCCCC.c1ccccc1.c1ccccc1.c1ccccc1.c1ccccc1.c1ccccc1.c1ccccc1.c1ccccc1
* highest occupied orbital energy: -8.18 eV
* M: 1075.55 g/mol

These are the Mulliken partial charges, in e, on atoms 1 to 5: -0.949, -0.702, 2.187, -1.166, 0.239

---

Which value of M does entry 3 give? 126.22 g/mol

---

What is the M in the fifth record? 1075.55 g/mol

---

What is the highest occupied orbital energy in the first record? -9.49 eV

---

Number 2 is which compound? C4H9N3S